62
Properties=species:S:1:pos:R:3 method="wB97M-V/def2-TZVPD" spin_multiplicity=3 lumo_ha="-0.0353 / -0.0335" e_above_lowest_kcal_mol=53.5 orbital_gap_ev="5.377 / 5.401" charge=0 homo_energy_ev="-6.3 / -6.3" total_energy_ha=-3544.48941 mol_weight_da=1318.69
Mo 0.31599 -0.00916 0.12287
I 2.24267 7.24066 -0.68408
C 1.81666 5.25764 -0.08081
C 2.75988 4.54555 0.63818
C 2.43806 3.27235 1.05774
I 3.83141 2.04700 2.04492
C 1.17663 2.69052 0.82944
O 0.90366 1.52126 1.31667
C 0.25173 3.43352 0.05659
C -1.13185 2.88839 -0.15511
N -1.17393 1.54476 -0.76902
C -0.97575 1.61201 -2.21723
C 0.48789 1.58830 -2.55498
C 0.95714 1.88959 -3.81708
C 2.32100 1.78797 -4.07906
C 3.15945 1.44586 -3.02732
C 2.60934 1.15480 -1.79553
N 1.28802 1.17407 -1.56102
C 0.58659 4.70257 -0.38368
H 3.72698 4.97058 0.85825
H -1.60875 2.80886 0.83457
H -1.71772 3.59113 -0.76256
H -2.12864 1.20753 -0.60737
H -1.45909 0.74214 -2.68080
H -1.44307 2.51387 -2.64086
H 0.25907 2.18458 -4.58381
H 2.71009 1.97746 -5.06554
H 4.22981 1.40296 -3.15856
H 3.24804 0.88254 -0.96094
H -0.12828 5.27943 -0.95241
Te -1.77038 0.39307 2.24490
Te -3.79615 -1.09782 1.23987
Te -2.12082 -3.15459 0.60443
Te 0.33223 -2.45029 1.35768
C 3.87556 -7.42287 1.88517
C 3.60669 -5.97048 1.66185
C 3.19047 -5.15529 2.70878
C 2.97723 -3.80262 2.50861
C 3.14051 -3.26740 1.24041
C 3.57083 -4.06022 0.19305
C 3.80175 -5.40629 0.40404
S 3.01563 -1.50170 1.04812
O 2.27235 -1.00742 2.18064
O 4.35479 -1.03852 0.85679
N 2.09819 -1.10166 -0.21370
C 1.68205 -1.60248 -1.39574
C 2.39424 -2.21718 -2.42088
C 1.68971 -2.77624 -3.47446
C 0.30166 -2.68750 -3.49530
C -0.33810 -1.96294 -2.51209
N 0.32448 -1.40752 -1.48481
H 3.65203 -7.70726 2.90950
H 4.92583 -7.63514 1.69148
H 3.27704 -8.03148 1.20937
H 3.03545 -5.58350 3.68756
H 2.70139 -3.15375 3.32907
H 3.72993 -3.61785 -0.77594
H 4.13629 -6.02733 -0.41476
H 3.47282 -2.23957 -2.38947
H 2.22154 -3.27944 -4.26690
H -0.26752 -3.16926 -4.27105
H -1.41800 -1.86334 -2.48866